(1)
C23H41BrCaCl4CsLiMgO13P3 as an isolated structure at a distorted geometry, computed with wB97M-V/def2-TZVPD.

Total charge: +1
Kohn-Sham gap, eV: 1.3
Highest occupied orbital energy, Ha: -0.2559
E_LUMO, hartree: -0.2077

Last column: Löwdin charge in e.
CARTESIAN COORDINATES (ANGSTROEM)
1 C -2.853 0.143 3.698  -0.1639
2 C -3.679 -0.910 2.745  -0.2023
3 C -2.580 -2.071 2.277  -0.1958
4 O -1.333 -1.513 1.732  -0.2383
5 C -0.982 -2.085 0.425  -0.3419
6 P 0.395 -1.152 -0.525  0.6307
7 C -0.330 -1.893 -2.140  -0.3006
8 C -1.661 -1.139 -2.717  -0.1879
9 O -2.104 -1.905 -3.927  -0.2372
10 C -3.516 -2.294 -3.768  -0.4350
11 C -4.091 -3.483 -2.798  -0.0493
12 O -4.417 -1.589 -4.505  -0.4978
13 C -0.052 0.551 0.232  -0.1896
14 C -1.514 1.152 -0.228  -0.2664
15 O -2.704 0.580 -0.043  -0.0279
16 O -1.545 2.475 -0.937  -0.0023
17 C 1.659 -2.244 0.422  -0.1999
18 C 1.902 -3.747 -0.506  -0.2071
19 C 1.337 -5.174 0.304  -0.1146
20 O 2.917 -4.762 0.110  -0.1905
21 P 1.971 -0.260 -1.770  0.4750
22 O 1.317 1.070 -2.751  -0.4178
23 Cl 3.483 0.689 -0.603  0.2231
24 H -1.746 -0.206 3.956  0.1109
25 H -3.408 0.196 4.753  -0.1664
26 H -2.809 1.232 3.229  0.0976
27 H -4.543 -1.378 3.421  -0.0129
28 H -4.227 -0.398 1.843  0.1085
29 H -3.084 -2.887 1.597  0.1205
30 H -2.281 -2.635 3.286  0.1416
31 H -0.594 -3.192 0.646  0.0870
32 H -1.986 -2.223 -0.170  0.0960
33 H 0.537 -1.821 -2.958  0.0726
34 H -0.527 -3.042 -1.938  0.0550
35 H -2.600 -1.178 -1.983  0.1288
36 H -1.523 -0.012 -3.000  0.1248
37 H -4.530 -4.408 -3.378  0.0871
38 H -3.326 -3.898 -2.014  0.0555
39 H -4.981 -3.000 -2.167  0.1104
40 H 0.127 0.614 1.411  0.1435
41 H 0.749 1.316 -0.216  0.0587
42 H -0.604 2.715 -1.198  0.1049
43 H 1.319 -2.577 1.491  0.1261
44 H 2.753 -1.839 0.434  0.0687
45 H 1.757 -3.690 -1.751  0.1574
46 H 1.470 -6.209 -0.271  0.1165
47 H 1.550 -5.131 1.477  0.1600
48 H 2.106 1.613 -3.106  0.0736
49 C 1.059 3.464 3.373  -0.0685
50 C -0.346 3.244 2.789  -0.6892
51 C -1.261 4.404 3.217  -0.0691
52 O -0.832 2.130 3.309  -0.2061
53 H 1.056 3.513 4.470  0.0856
54 H 1.748 2.663 3.075  0.0557
55 H 1.480 4.408 3.007  0.0612
56 H -0.236 3.336 1.699  0.0911
57 H -1.351 4.488 4.308  0.0837
58 H -2.272 4.291 2.805  0.0691
59 H -0.864 5.357 2.850  0.0065
60 Li -0.175 -5.207 -1.216  0.7001
61 Mg -4.663 0.951 6.086  0.5513
62 C 3.934 -0.455 -6.425  -0.0488
63 C 3.654 -0.169 -5.089  -0.0556
64 C 4.499 -0.636 -4.083  -0.1396
65 C 5.631 -1.382 -4.414  -0.3805
66 C 5.913 -1.665 -5.750  -0.3908
67 C 5.063 -1.205 -6.755  -0.1034
68 H 3.273 -0.094 -7.208  0.1180
69 H 2.776 0.418 -4.831  0.0892
70 H 4.277 -0.419 -3.042  0.0173
71 H 6.293 -1.742 -3.630  0.0958
72 H 6.796 -2.245 -6.008  0.1087
73 H 5.279 -1.431 -7.796  0.1234
74 Br 7.195 -0.044 -5.167  0.8862
75 O 0.026 2.741 9.392  -0.1954
76 P -1.216 3.400 8.771  -0.1032
77 O -0.822 4.106 7.464  -0.2008
78 O -1.796 4.429 9.756  -0.1766
79 O -2.273 2.324 8.474  -0.3088
80 Ca -3.694 -0.319 -5.626  1.2210
81 O 4.963 -2.739 -2.207  -0.0553
82 H 4.345 -2.108 -1.810  -0.0010
83 H 4.629 -3.604 -1.924  0.0499
84 Cs -6.471 -1.427 5.352  0.6500
85 C -1.351 7.864 0.876  -1.5307
86 Cl -1.718 8.241 2.567  0.5389
87 Cl 0.138 6.911 0.760  0.5158
88 Cl -2.703 7.001 0.123  0.5017
89 H -1.200 8.804 0.338  0.0140

Atoms 1-2, force components in eV/Å:
C -0.10 0.28 0.10
C 0.77 0.08 0.33

=====

(2)
A 2-piece molecular cluster, C5H10O4 overall at a distorted geometry, computed with wB97M-V/def2-TZVPD.

ΔE to the lowest compared entry with this formula, charge and spin, kcal per mole: 0.0
Kohn-Sham gap, eV: 11.2
Highest occupied orbital energy, Ha: -0.3876
SMILES: CC(C)C(=O)O.O=CO
E_LUMO, hartree: 0.0247

Last column: Löwdin charge in e.
CARTESIAN COORDINATES (ANGSTROEM)
1 C -0.771 -1.841 1.423  -0.0569
2 C -0.536 -0.620 0.543  -0.3530
3 C -1.613 -0.498 -0.532  -0.0608
4 C 0.829 -0.713 -0.095  -0.5154
5 O 1.103 -1.212 -1.174  0.0957
6 O 1.800 -0.172 0.668  0.0925
7 H -0.716 -2.768 0.841  0.0928
8 H -1.755 -1.795 1.900  0.0846
9 H -0.015 -1.904 2.213  0.0847
10 H -0.569 0.287 1.158  0.1416
11 H -1.461 0.404 -1.133  0.0716
12 H -1.597 -1.354 -1.216  0.0877
13 H -2.610 -0.440 -0.082  0.0852
14 H 2.611 -0.305 0.131  0.1370
15 O -0.080 2.843 -0.317  0.0456
16 C 0.726 2.552 -1.183  -0.3749
17 O 2.043 2.507 -0.934  0.0634
18 H 0.499 2.281 -2.224  0.1482
19 H 2.113 2.750 0.014  0.1305

Atoms 1-2, force components in eV/Å:
C 0.20 -0.36 0.38
C -0.43 0.23 -0.31

=====

(3)
A 9-piece molecular cluster, C12H42O12 overall at a distorted geometry, computed with wB97M-V/def2-TZVPD.

Total charge: +1
ΔE to the lowest compared entry with this formula, charge and spin, kcal per mole: 0.0
Kohn-Sham gap (alpha / beta), eV: 10.2 / 3.4
Highest occupied orbital energy (alpha / beta), Ha: -0.4563 / -0.4563
Multiplicity: 2
<S²>: 0.76
E_LUMO (alpha / beta), hartree: -0.0831 / -0.3330

Last column: Löwdin charge in e.
CARTESIAN COORDINATES (ANGSTROEM)
1 C -2.580 -0.461 3.570  -0.1902
2 O -3.665 -1.275 3.859  -0.0921
3 H -2.962 0.365 2.970  0.0714
4 H -2.060 -0.025 4.423  0.0800
5 H -1.917 -0.957 2.861  0.0635
6 H -3.553 -1.633 4.743  0.0850
7 C 2.991 -1.215 1.172  -0.1904
8 O 4.331 -1.058 0.868  -0.0727
9 H 2.713 -1.903 1.972  0.0712
10 H 2.538 -0.284 1.512  0.0735
11 H 2.466 -1.590 0.293  0.0569
12 H 4.617 -1.870 0.444  0.0858
13 C 0.627 -3.911 1.398  -0.1661
14 O -0.345 -4.577 2.176  -0.0879
15 H 1.631 -4.258 1.642  0.0910
16 H 0.513 -4.025 0.320  0.0645
17 H 0.631 -2.842 1.612  0.0557
18 H -1.236 -4.476 1.832  0.0748
19 C -0.222 0.964 -0.133  -0.0938
20 O -0.224 -0.154 0.739  -0.1558
21 H -1.226 1.376 -0.238  0.0651
22 H 0.447 1.687 0.333  0.0774
23 H 0.177 0.603 -1.080  0.0781
24 H -0.093 0.097 1.656  0.0247
25 C -3.502 2.941 -0.133  -0.1507
26 O -4.368 2.325 -1.118  -0.1204
27 H -3.936 3.786 0.402  0.0822
28 H -3.408 2.171 0.631  0.0565
29 H -2.467 3.171 -0.387  0.0620
30 H -5.203 2.250 -0.649  0.0720
31 C 1.301 4.207 -2.160  -0.1463
32 O 0.525 4.128 -0.961  -0.1286
33 H 0.701 4.453 -3.037  0.0766
34 H 2.043 4.991 -2.010  0.0808
35 H 1.882 3.357 -2.516  0.0651
36 H 0.899 4.618 -0.225  0.0735
37 C 0.927 3.004 3.171  -0.1883
38 C -0.059 1.822 3.544  -0.2204
39 O 0.548 0.559 3.362  -0.0898
40 O 1.864 3.241 4.256  -0.0685
41 H 0.394 3.946 3.047  0.1150
42 H 1.443 2.704 2.259  0.1082
43 H -0.822 1.832 2.765  0.1034
44 H -0.459 1.902 4.555  0.1241
45 H 1.078 0.370 4.140  0.1138
46 H 1.288 3.468 4.991  0.0780
47 C -1.312 -2.321 -1.377  -0.1341
48 C -1.890 -2.158 -2.784  -0.0973
49 O -1.525 -3.181 -3.738  0.1124
50 O 0.075 -2.161 -1.316  0.0463
51 H -1.500 -3.350 -1.073  0.1583
52 H -1.816 -1.725 -0.616  0.1470
53 H -1.699 -1.163 -3.187  0.1506
54 H -2.970 -2.171 -2.636  0.1505
55 H -0.708 -2.867 -4.133  0.0577
56 H 0.271 -1.571 -0.585  0.0636
57 C 1.428 -0.740 -4.661  -0.1867
58 C 2.664 -0.999 -3.764  -0.2120
59 O 2.293 -1.021 -2.426  -0.0312
60 O 0.703 -1.940 -4.832  -0.0669
61 H 1.707 -0.406 -5.661  0.1283
62 H 0.823 0.087 -4.288  0.1262
63 H 3.421 -0.216 -3.817  0.1322
64 H 3.167 -1.908 -4.095  0.1265
65 H 1.603 -1.660 -2.235  0.0426
66 H 0.995 -2.352 -5.648  0.1181

Atoms 1-2, force components in eV/Å:
C 0.16 0.84 -1.31
O -0.62 -0.56 0.73